1.
This record from the Open Molecules 2025 dataset describes a cluster of 4 separate species, C27H61Cl2N8O6 in total. The level of theory is the ωB97M-V functional and the def2-TZVPD basis.

Last column: Mulliken charge in e.
CARTESIAN COORDINATES (ANGSTROEM)
Cl  0.38372  -1.03683  -2.84609  -0.1144
Cl  3.32766  -0.02619  -2.20506  -0.1788
O  -1.27283  -6.97743  6.05741  -0.3447
O  -1.49053  -3.54259  2.97304  -0.2027
O  1.02016  2.84502  2.88612  -0.4178
O  3.49074  0.90974  -10.27870  -0.4203
O  2.57786  2.64263  -6.03878  -0.3937
O  1.02059  7.28883  4.43663  -0.4237
N  -2.43852  1.88915  0.29782  -0.4950
N  -0.07998  -0.61282  -0.25844  0.7075
N  -0.82353  1.46070  -1.11146  -0.3667
N  -1.87927  0.69960  0.69058  1.3145
N  -3.34070  -5.72012  4.34481  -0.2546
N  -3.68597  -1.44097  0.15337  -0.5327
N  -0.39958  5.42939  2.32158  -0.2950
N  1.64429  0.38730  -7.77209  -0.3459
C  0.90876  -0.56791  -1.28464  -0.6794
C  0.61735  3.32172  1.61259  -0.4473
C  1.65456  6.07967  4.79556  -0.4988
C  -0.90064  0.45003  -0.21289  0.1879
C  -2.33651  -4.49072  2.33599  -0.4982
C  -0.09505  -1.76899  0.66942  0.3799
C  -3.56951  -0.95933  1.52277  -0.5805
C  -2.39564  0.00107  1.85392  -1.3023
C  0.46495  -3.03094  0.03423  -1.5711
C  2.12919  -0.13183  -0.99244  0.7733
C  0.88447  7.52672  3.05199  -0.4747
C  -0.34708  6.88744  2.42417  -0.7257
C  3.34924  -0.29832  -9.56145  -0.4577
C  2.52084  0.28266  -6.61678  -0.2002
C  2.21145  1.34653  -5.58754  -0.3328
C  -1.76760  2.29527  -0.77173  -0.3207
C  1.99127  -0.47906  -8.89469  -0.7277
C  -3.55157  -4.91216  3.15405  -1.2164
C  -0.01165  2.31193  3.68533  -0.1860
C  -2.32768  -7.67989  5.41351  -0.8139
C  -1.63548  -6.32915  7.25973  -0.6996
C  0.65039  4.82890  1.51431  -0.4557
C  2.50627  0.32457  0.38205  -0.8611
C  3.87317  2.03578  -9.51590  -0.5173
C  -0.55734  -4.08400  3.89911  -0.7764
C  1.49811  3.49732  -6.34768  -0.6521
C  -2.71105  -7.01279  4.11233  -0.1403
H  -4.07402  -4.00261  3.46493  0.3841
H  1.32183  2.91811  0.88208  0.5017
H  -1.79926  -6.94123  3.50273  0.1522
H  1.91361  -1.51853  -8.55860  0.3899
H  2.37313  -0.69922  -6.15377  0.3746
H  0.49139  5.10828  0.46771  0.3995
H  -0.47373  7.30371  1.41967  0.4044
H  -3.20916  2.29540  0.80293  0.1860
H  0.76732  3.52423  -5.53229  0.2823
H  1.72176  0.95422  0.79306  -0.1994
H  3.01044  2.56794  -9.10244  0.1621
H  -1.21452  7.20177  3.00784  0.3884
H  -1.10872  -1.98033  0.98379  -0.3634
H  -2.16689  -7.00715  7.93298  0.3516
H  -0.21521  -5.07348  3.58890  0.3952
H  1.65911  5.15858  1.79514  0.2421
H  3.41352  0.92224  0.34133  0.4588
H  -2.79155  -5.19713  5.01404  0.0971
H  1.62569  1.34714  -8.09088  0.0962
H  0.77134  8.60774  2.94683  0.3655
H  1.55082  -3.02219  -0.01104  0.3588
H  3.45250  -1.09521  -10.30163  0.3602
H  -4.23092  -5.45270  2.48750  0.4559
H  -0.69105  3.08173  4.06554  0.2692
H  -0.97164  -4.14886  4.90708  0.1604
H  -3.46249  -1.82560  2.17494  -0.1497
H  -0.60168  1.57179  3.12709  -0.2321
H  1.15206  1.31895  -5.31043  0.4478
H  0.94380  5.25057  4.88590  0.1399
H  0.29986  -3.41068  3.93264  0.3464
H  2.43534  5.80572  4.07950  0.2660
H  -1.75202  -5.34993  1.98811  0.6053
H  -1.99676  3.22233  -1.27312  0.4857
H  -3.41485  -7.65810  3.57865  0.3634
H  4.17913  -0.41484  -8.85266  0.3369
H  2.69876  -0.50084  1.06839  0.2651
H  -3.19282  -7.76589  6.07673  0.4165
H  -2.26451  -5.44721  7.08778  0.2821
H  -2.71213  -3.98675  1.43855  0.3753
H  -0.37008  5.03634  3.25348  0.0810
H  2.80096  1.14003  -4.69161  -0.0363
H  -4.50481  -0.46533  1.78018  0.4981
H  -4.05911  -0.72866  -0.46320  0.3302
H  4.54596  1.75917  -8.69886  0.2678
H  0.51002  -1.50926  1.54047  0.2915
H  -1.57461  -0.51375  2.33373  0.4623
H  2.11532  6.22938  5.77088  0.3068
H  1.80991  7.25353  2.52898  0.3340
H  -0.71463  -6.00872  7.74347  0.2406
H  -2.79287  -1.70771  -0.24695  0.2572
H  3.58570  0.37061  -6.87283  0.1607
H  -2.72422  0.75813  2.56826  0.8274
H  1.22749  -0.33781  -9.66244  0.3793
H  0.04002  -3.20689  -0.95165  0.3643
H  -0.38427  2.94415  1.36476  0.2062
H  4.39784  2.71856  -10.18316  0.2894
H  0.16854  -3.86427  0.67150  0.3464
H  0.45712  1.81593  4.53281  0.3749
H  1.90682  4.49680  -6.48465  0.2597
H  -1.96682  -8.68760  5.19354  0.4036
H  0.98092  3.20555  -7.26825  0.2916

Atomic forces in eV per Å
Cl -0.04 -0.09 -0.18
Cl 0.19 -0.12 -0.04
O -0.03 0.14 -0.03
O 0.06 0.08 0.00
O -0.06 -0.05 0.03
O -0.04 0.07 0.02
O -0.06 0.03 -0.05
O -0.05 -0.08 0.03
N -0.04 -0.35 0.05
N -0.29 0.09 -0.14
N 0.09 -0.17 -0.05
N 0.31 0.14 -0.11
N 0.19 0.04 -0.04
N 0.28 0.41 -0.05
N 0.00 -0.11 0.05
N 0.08 0.10 -0.01
C 0.04 0.16 0.08
C 0.09 -0.04 -0.16
C 0.01 0.06 0.08
C 0.04 -0.19 0.30
C -0.13 0.05 -0.25
C 0.31 0.02 -0.14
C -0.05 -0.21 -0.20
C -0.37 -0.11 0.19
C -0.15 -0.08 0.19
C -0.09 -0.04 0.06
C 0.06 0.12 -0.05
C -0.15 -0.01 -0.04
C 0.06 -0.13 -0.04
C -0.05 0.01 -0.12
C 0.07 -0.04 0.09
C -0.14 0.37 -0.17
C -0.14 0.00 0.04
C -0.09 -0.01 0.15
C 0.05 0.01 -0.01
C 0.03 -0.14 0.01
C 0.05 -0.04 0.03
C -0.11 0.07 0.17
C 0.24 0.21 0.02
C 0.01 0.02 -0.10
C 0.04 0.12 0.00
C 0.05 0.01 0.00
C -0.03 0.10 -0.01
H -0.03 -0.01 -0.03
H -0.01 0.04 -0.04
H -0.01 -0.06 -0.03
H 0.02 -0.01 0.01
H 0.03 -0.02 -0.01
H 0.04 0.04 -0.02
H 0.03 0.00 -0.02
H 0.00 0.09 0.04
H -0.02 0.01 0.00
H -0.07 -0.09 0.17
H 0.03 -0.02 0.06
H -0.01 0.02 -0.02
H -0.11 0.11 0.11
H -0.01 0.01 0.02
H -0.02 -0.03 0.02
H 0.02 -0.02 -0.06
H 0.02 0.00 -0.03
H -0.02 -0.02 0.03
H 0.02 -0.01 -0.01
H 0.02 0.00 0.00
H 0.03 0.04 -0.19
H 0.02 0.01 0.00
H 0.02 -0.01 -0.03
H -0.04 0.00 -0.03
H 0.00 -0.07 -0.01
H -0.02 0.06 0.16
H 0.06 0.04 0.05
H -0.02 0.00 -0.05
H 0.04 -0.03 -0.05
H 0.00 0.00 -0.02
H 0.00 -0.02 -0.01
H 0.05 -0.02 0.12
H 0.00 0.02 -0.01
H -0.01 0.01 -0.02
H -0.04 0.04 0.04
H -0.04 -0.10 -0.06
H -0.03 0.04 -0.03
H -0.04 -0.04 0.00
H -0.01 -0.02 -0.02
H 0.05 0.04 0.02
H -0.03 0.04 0.00
H -0.07 -0.08 0.01
H -0.14 -0.05 0.01
H -0.01 0.00 0.03
H -0.21 -0.01 0.18
H 0.14 -0.11 -0.04
H 0.00 0.01 0.00
H -0.03 -0.07 0.00
H 0.01 0.00 -0.01
H -0.07 -0.24 0.06
H 0.02 -0.03 0.05
H 0.04 0.06 -0.05
H -0.01 -0.03 0.00
H 0.08 0.01 -0.07
H 0.07 0.09 0.11
H 0.00 -0.01 -0.01
H 0.05 -0.01 0.03
H 0.00 0.01 0.00
H 0.01 -0.01 0.00
H 0.00 0.00 0.04
H -0.04 -0.02 0.03

Results
lowest unoccupied orbital energy = -2.77 eV
net charge = +1
total energy = -78228.025 eV


2.
This record from the Open Molecules 2025 dataset describes a structure of composition C6H6O2. The level of theory is the ωB97M-V functional and the def2-TZVPD basis.

Last column: natural (NBO) charge in e.
CARTESIAN COORDINATES (ANGSTROEM)
O  2.39018  -0.38267  -0.08109  -0.4962
O  -1.97038  -0.92722  -0.11845  -0.6773
C  -0.50806  -0.91269  -0.19331  0.1014
C  1.28170  0.03940  -0.14203  0.6307
C  0.06633  0.33924  -1.00223  -0.3723
C  -0.46964  1.05629  0.93580  -0.1721
C  -0.66368  1.41357  -0.40705  -0.2324
C  0.30589  -0.25456  1.01365  -0.4044
H  -1.96799  -1.58795  0.52862  0.4651
H  0.69366  -0.74284  1.87108  0.2456
H  -0.89615  1.66702  1.86077  0.2295
H  -0.06698  -1.77314  -0.79637  0.2008
H  -1.19359  2.24470  -0.91462  0.2456
H  -0.00264  0.58377  -2.18217  0.2358

Atomic forces in eV per Å
O 0.91 0.71 -1.78
O 2.91 0.60 -1.15
C -0.17 0.11 -2.81
C 0.49 -1.29 2.24
C -0.30 -0.30 -5.68
C -2.49 3.69 1.40
C 0.32 0.85 5.14
C -1.85 1.68 -2.59
H -1.43 -1.81 1.74
H -0.12 -0.27 0.82
H 1.12 -1.54 -2.05
H -0.75 0.16 1.58
H 0.59 -0.76 0.77
H 0.76 -1.84 2.36

Results
lowest unoccupied orbital energy = 0.62 eV
net charge = 0
total energy = -10409.564 eV


3.
This record from the Open Molecules 2025 dataset describes an isolated molecule of C5H8O. The level of theory is the ωB97M-V functional and the def2-TZVPD basis.

Last column: natural (NBO) charge in e.
CARTESIAN COORDINATES (ANGSTROEM)
O  0.47844  0.25106  -0.82036  -0.5058
C  -0.19818  0.98789  0.12357  0.0753
C  -1.34373  0.29151  0.82534  -0.4535
C  1.30815  -0.72715  -0.30697  0.1511
C  -1.72412  1.28708  -0.18081  -0.4346
C  2.23502  -1.69924  -0.80328  -0.5431
H  2.40217  -1.90375  -1.96064  0.2302
H  -1.57895  0.61669  1.84587  0.2215
H  -2.31839  2.18662  0.30640  0.2259
H  -2.09467  1.00321  -1.19231  0.2369
H  1.12546  -0.69286  0.78100  0.1551
H  -1.35142  -0.92978  0.62412  0.2251
H  2.64115  -2.27183  0.07447  0.2288
H  0.41906  1.60056  0.68360  0.1871

Atomic forces in eV per Å
O 1.21 -1.40 -2.13
C -3.29 -0.48 0.14
C 0.51 -3.85 0.36
C 1.55 -1.92 0.45
C -0.42 1.60 -0.33
C -3.04 2.75 -0.29
H -0.15 0.43 2.95
H 0.30 -0.56 -0.31
H 1.77 -1.62 -1.39
H 0.47 0.17 0.98
H 0.70 -0.51 -0.32
H -0.34 3.45 0.56
H -0.19 0.38 -1.57
H 0.91 1.56 0.89

Results
lowest unoccupied orbital energy = 1.13 eV
net charge = 0
total energy = -7358.416 eV


Number 1: M 664.74 g/mol, gap between HOMO and LUMO 7.2 eV, strongest force on any atom 0.50 eV/Å. Number 2: M 110.11 g/mol, gap between HOMO and LUMO 9.6 eV, strongest force on any atom 5.69 eV/Å. Number 3: M 84.12 g/mol, gap between HOMO and LUMO 9.9 eV, strongest force on any atom 4.11 eV/Å.